1.
Density functional theory data (ωB97M-V with the def2-TZVPD basis set) for a 2-piece molecular cluster, C4H12 overall.

```
16
Properties=species:S:1:pos:R:3
H 2.194 -1.539 -1.846
H 1.753 1.140 -0.399
C -1.416 -0.202 2.022
H -0.901 -1.119 1.803
H -2.256 -0.329 2.683
H 0.321 0.531 -1.050
H -0.540 0.255 2.457
H -2.019 -0.233 -0.134
H 1.420 -0.523 -2.817
H 2.695 0.099 -2.361
H -0.945 1.234 0.612
H 1.106 -0.502 0.117
C -1.802 0.486 0.707
H -2.815 1.029 0.766
C 1.291 0.185 -0.674
C 1.914 -0.511 -1.885
```

## Properties
Orbital gap ... 11.98 eV
E_LUMO ... 1.152 eV
Highest occupied orbital energy ... -10.83 eV
Relative energy (zero: lowest compared OMol25 entry of this formula, charge and spin) ... 1.327 eV
Spin multiplicity ... 1
SMILES ... CC.CC



2.
Density functional theory data (ωB97M-V with the def2-TZVPD basis set) for C19H26BN3O2S2Sn as an isolated structure.

```
54
Properties=species:S:1:pos:R:3
C 3.266 -0.909 -0.646
C -0.260 4.887 0.692
H 5.103 -1.643 -2.286
C -4.060 -1.710 -1.571
H 7.086 -1.123 1.164
B -2.334 -0.734 0.910
H -6.195 -2.349 0.101
C -0.360 1.105 1.040
C -4.195 -1.586 -0.058
C 5.909 -2.881 0.779
C -5.196 -2.605 0.453
H 4.897 -3.245 0.976
N 2.123 -0.845 -0.884
H -3.289 -1.035 -1.950
S -0.554 -0.607 1.463
Sn -0.030 -0.680 -1.316
H 0.666 5.269 -2.547
H 0.114 6.581 -0.544
H -5.205 1.002 2.092
O -2.867 -1.898 0.504
C -5.239 -0.024 1.727
C 0.380 3.375 -1.611
N -0.024 1.376 -0.193
C -0.272 3.497 0.725
H -3.779 -2.734 -1.817
O -3.087 0.365 0.744
N 4.509 -0.975 -0.379
C 0.400 4.752 -1.635
C -4.449 -0.108 0.427
H -4.998 -1.478 -2.069
H 6.599 -3.601 1.214
H -6.277 -0.302 1.560
S -0.617 2.437 2.064
C 6.149 -2.785 -0.734
H -4.814 -0.671 2.495
H -5.246 1.784 -0.169
H -0.514 5.463 1.572
C 6.100 -1.509 1.427
H 6.058 -1.586 2.512
C 5.008 -0.539 0.953
C -5.056 0.809 -0.616
H 5.397 0.476 0.857
H -5.206 -2.646 1.539
H 7.220 -2.776 -0.936
H 5.731 -3.657 -1.236
H -4.934 -3.592 0.076
C 5.540 -1.490 -1.303
H -4.403 0.951 -1.476
C 0.038 2.742 -0.417
H -6.007 0.397 -0.952
C 0.081 5.501 -0.495
H 6.298 -0.710 -1.379
H 0.630 2.789 -2.487
H 4.163 -0.525 1.641
```

## Properties
Orbital gap ... 7.69 eV
E_LUMO ... -7.164 eV
Highest occupied orbital energy ... -14.85 eV
Total charge ... +2
Spin multiplicity ... 1



3.
Density functional theory data (ωB97M-V with the def2-TZVPD basis set) for a 10-piece molecular cluster, C3H26NO10 overall.

```
40
Properties=species:S:1:pos:R:3
N -0.729 1.058 -0.276
H -0.098 2.959 -0.801
H -2.256 -0.607 2.733
H 0.851 -0.625 2.766
H -2.464 2.140 -0.274
O 0.051 -2.263 1.679
H 2.280 1.578 0.923
H 0.786 -2.223 -2.113
O -1.563 -1.446 -1.283
O -2.242 -1.486 2.329
H 1.424 -1.925 2.965
H -2.766 0.561 0.296
C 1.117 1.406 -1.995
O -0.938 2.793 2.181
O 2.248 -0.352 0.471
H 1.911 2.144 -1.878
H 0.896 1.248 -3.046
O 0.560 -1.677 -2.929
H 2.234 -0.605 1.414
H -2.173 0.092 -2.176
O 1.819 2.412 1.150
H -1.255 2.211 1.473
H 0.034 2.749 2.164
H 0.791 -2.596 0.471
H -0.432 0.084 -0.266
O 1.581 -1.012 3.256
H -1.250 -1.570 2.040
H 1.548 0.477 -1.632
C -0.110 1.964 -1.285
H -0.804 2.061 -2.155
O -2.708 0.758 -1.690
H 1.384 -0.543 0.120
H -1.785 -2.120 -0.635
H 1.291 -1.055 -2.985
H -0.850 -1.776 -1.868
H 1.046 2.467 0.574
O 1.151 -2.787 -0.546
H 2.066 -2.560 -0.336
H -0.516 -3.046 1.575
C -2.129 1.110 -0.410
```

## Properties
Orbital gap ... 9.52 eV
E_LUMO ... 3.003 eV
Highest occupied orbital energy ... -6.51 eV
Relative energy (zero: lowest compared OMol25 entry of this formula, charge and spin) ... 2.474 eV
Total charge ... -1
Spin multiplicity ... 1



4.
Density functional theory data (ωB97M-V with the def2-TZVPD basis set) for one molecule with the formula C3H6N2O2.

```
13
Properties=species:S:1:pos:R:3
N 1.724 -0.732 0.057
C 0.977 0.090 0.885
H -0.778 -1.054 1.390
H -1.282 1.860 -0.761
H -0.991 0.739 1.374
H 1.447 -1.183 -0.809
O -0.691 -1.204 -1.229
H -1.786 0.858 -2.071
C -0.892 -0.174 -0.562
O 1.544 0.804 1.710
H 2.718 -0.818 0.234
C -0.511 -0.117 0.891
N -1.478 0.931 -1.109
```

## Properties
Orbital gap ... 10.66 eV
E_LUMO ... 0.718 eV
Highest occupied orbital energy ... -9.94 eV
Relative energy (zero: lowest compared OMol25 entry of this formula, charge and spin) ... 0.426 eV
Spin multiplicity ... 1
SMILES ... NC(=O)CC(N)=O



5.
Density functional theory data (ωB97M-V with the def2-TZVPD basis set) for a 8-piece molecular cluster, C27H43NO23 overall.

```
94
Properties=species:S:1:pos:R:3
C -0.929 26.679 37.635
O -3.148 22.669 35.172
H -3.456 16.178 27.357
H 0.221 24.570 27.379
C -3.882 17.089 26.937
H 3.962 16.792 24.771
O 1.194 17.725 29.337
O -1.263 22.033 26.488
H -2.592 28.776 38.023
C 8.759 16.923 26.326
H 4.730 15.042 32.994
H 4.221 15.188 23.956
C 4.207 14.688 32.105
H -0.750 15.871 37.873
H 3.288 15.243 31.918
H -3.554 18.017 27.406
H 2.513 17.227 23.097
H 3.254 17.854 29.203
C -5.798 17.069 25.717
C -0.154 15.460 35.849
C -3.331 21.879 33.971
O -5.301 16.946 26.917
H 7.602 17.009 24.606
C -1.866 22.262 35.734
H -1.825 22.812 28.376
O -6.949 16.722 25.370
H -0.907 15.092 35.153
H -2.870 17.789 25.078
H -2.108 22.676 37.780
C 1.366 15.144 24.918
H 8.491 15.870 26.245
C -1.374 23.070 27.418
C 0.035 21.837 26.180
H 2.550 20.495 29.861
C 2.530 16.151 23.265
C -1.004 25.229 38.067
O 1.264 19.241 31.019
O 0.768 16.331 35.174
O -0.632 18.022 30.749
C 2.435 19.494 30.279
C 8.160 17.749 25.180
C -3.659 17.120 25.421
H -3.327 20.838 34.294
C 2.372 18.490 29.140
C 0.009 23.537 27.655
C 0.916 17.429 35.774
O 1.323 15.572 23.697
O 4.972 14.741 30.904
C 4.028 13.201 32.222
H -3.502 16.131 24.991
H -0.153 26.875 36.895
C 3.500 15.880 24.391
O 1.631 18.325 35.453
H 8.931 18.208 24.561
C 0.530 18.287 30.424
H -1.631 28.865 36.538
C -2.459 28.352 37.028
H 0.354 23.320 28.666
H -0.487 22.587 37.392
H -2.589 21.885 33.172
O 5.093 12.644 31.470
O 6.234 13.366 29.627
H -1.651 16.701 36.617
O 2.672 15.229 25.371
O 0.481 14.772 25.677
H 3.346 19.383 30.867
H 2.966 15.606 22.428
H -1.924 23.938 27.054
O -4.909 17.583 24.912
N -1.399 24.441 36.856
O 6.953 19.287 28.063
H -1.104 22.280 34.954
H -4.308 21.935 33.492
H -3.296 28.571 36.365
C 5.529 13.582 30.624
O 7.341 18.638 25.830
H -1.728 25.096 38.870
H 2.315 19.031 28.196
C -1.418 22.997 37.000
O -2.236 26.949 37.032
H 4.091 12.853 33.253
O 8.260 17.557 27.503
H 0.364 14.618 36.309
H 3.113 12.875 31.727
C 7.454 18.526 27.223
O 0.453 21.117 25.255
H -0.047 24.886 38.460
H 9.843 16.903 26.213
H -0.779 27.240 38.557
O 0.799 22.727 26.814
H -1.973 21.267 36.165
H -2.222 24.919 36.518
C -0.653 16.376 36.912
O 0.232 17.451 36.914
```

## Properties
Orbital gap ... 8.44 eV
E_LUMO ... 0.130 eV
Highest occupied orbital energy ... -8.31 eV
Relative energy (zero: lowest compared OMol25 entry of this formula, charge and spin) ... 1.153 eV
Spin multiplicity ... 1
SMILES ... COCCNCCOC.O=C1OCCO1.O=C1OCCO1.O=C1OCCO1.O=C1OCCO1.O=C1OCCO1.O=C1OCCO1.O=C1OCCO1



6.
Density functional theory data (ωB97M-V with the def2-TZVPD basis set) for C5H7BeLiO5 as an isolated structure.

```
19
Properties=species:S:1:pos:R:3
H 1.733 2.728 1.995
H 1.823 1.801 -0.371
Be -0.804 -2.391 -0.158
H 2.950 0.955 0.673
C 1.252 1.785 1.676
Li -0.606 -0.198 1.399
O 1.847 -0.386 -1.797
C 1.878 1.118 0.490
C 1.594 -0.882 -0.723
O 1.246 -0.146 0.337
O 1.288 -2.162 -0.489
C -2.698 -0.401 -0.130
C -2.744 0.165 -1.360
O 0.181 1.436 2.127
H -3.483 0.941 -1.560
H 1.991 -2.746 -0.809
O -1.719 -1.197 0.291
H -2.320 -0.344 -2.232
H -3.411 -0.077 0.641
```

## Properties
Orbital gap (spin up / spin down) ... 6.70 / 8.57 eV
E_LUMO (spin up / spin down) ... -3.815 / -4.128 eV
Highest occupied orbital energy (spin up / spin down) ... -10.51 / -12.70 eV
Total charge ... +1
Spin multiplicity ... 2



7.
Density functional theory data (ωB97M-V with the def2-TZVPD basis set) for C31H30Cl2N3O3Pt as an isolated structure.

```
70
Properties=species:S:1:pos:R:3
C -1.652 4.290 -2.240
H -1.172 3.098 -3.956
H -3.339 -0.362 2.117
C -0.642 2.118 -2.127
Cl 2.432 -2.457 4.375
H -0.329 1.205 -2.617
C -2.451 5.150 1.314
H -2.729 4.294 3.960
C 4.454 -4.162 -2.107
H 1.274 -1.979 0.022
C -0.483 1.805 3.061
C 4.677 -2.872 -2.566
C 3.223 -4.486 -1.556
H 1.252 -3.818 -1.090
C 1.341 -1.183 -1.760
H -1.339 -1.556 5.116
H 3.026 -5.496 -1.220
H -2.357 -1.642 -5.664
H 0.034 -1.342 -6.231
C -1.619 -1.552 -4.878
C -1.466 -0.586 3.202
C 1.943 0.257 -1.763
H -3.243 0.644 3.573
C -1.501 2.583 3.845
H 5.229 -4.912 -2.190
N -0.548 2.168 -0.808
H 0.400 1.643 3.696
H -2.765 6.156 -0.539
O 2.292 0.750 -2.817
C -0.277 -1.385 -5.195
C -2.981 -0.323 3.146
C -1.142 -1.902 2.490
C 3.689 -1.903 -2.462
C -0.902 3.279 1.258
H -3.045 -1.758 -3.289
O 0.681 -1.410 -0.484
H -2.104 5.099 -2.799
C -2.003 -1.617 -3.549
C -0.970 -0.642 4.651
Cl 2.601 -0.321 2.361
H 5.631 -2.612 -3.006
H -1.331 0.195 5.247
C 0.673 -1.278 -4.193
C 0.292 -1.337 -2.855
C -0.969 3.287 -0.186
C 2.880 -2.046 2.726
C -1.052 -1.513 -2.541
O 2.024 0.850 -0.611
C -2.057 3.701 3.353
H -1.147 -1.770 1.407
C -2.292 5.322 -0.038
N -0.810 0.487 2.462
H 3.937 -2.230 2.580
C 2.458 -2.218 -1.895
N -0.086 2.436 1.822
H 1.712 -1.140 -4.453
C -1.148 3.185 -2.880
H -1.363 -1.575 -1.507
C -1.823 4.089 1.988
H -1.887 -2.657 2.739
H 0.120 -0.668 4.689
Pt 0.401 0.615 0.686
H -0.165 -2.279 2.800
H -3.079 5.831 1.874
H -1.702 2.274 4.861
H 3.882 -0.900 -2.817
C 2.229 -3.523 -1.460
H 2.280 -2.638 2.043
C -1.609 4.339 -0.836
H -3.487 -1.100 3.720
```

## Properties
Orbital gap (spin up / spin down) ... 7.27 / 5.94 eV
E_LUMO (spin up / spin down) ... -3.359 / -5.249 eV
Highest occupied orbital energy (spin up / spin down) ... -10.63 / -11.19 eV
Relative energy (zero: lowest compared OMol25 entry of this formula, charge and spin) ... 1.782 eV
Total charge ... +1
Spin multiplicity ... 5



8.
Density functional theory data (ωB97M-V with the def2-TZVPD basis set) for C16H26Cl6HgO3PSi as an isolated structure.

```
54
Properties=species:S:1:pos:R:3
H -1.642 -3.824 -0.440
H 0.001 0.292 -4.021
C -1.672 1.729 3.217
H 0.762 1.867 -4.147
C 3.899 0.890 -4.078
H 3.838 1.981 -4.122
H 4.812 0.637 -3.533
Cl 3.947 -0.428 4.233
C 1.943 3.007 2.164
C 2.207 0.737 -1.496
Hg -0.114 1.305 -0.532
H 3.991 0.516 -5.103
H -6.562 -1.833 -0.902
H 0.853 -2.050 -0.563
H 1.393 -2.076 -3.195
Cl 4.701 2.500 5.020
Cl 3.305 4.911 3.607
H -0.776 1.393 3.743
C 2.199 0.719 2.449
O -3.836 -1.495 1.003
Cl -3.605 2.076 0.041
C -2.640 0.587 3.013
Cl 1.752 -0.947 2.046
C 1.569 1.743 1.783
Cl 1.171 4.396 1.362
H 2.537 1.733 -1.209
C 2.886 3.281 3.150
H -6.081 -2.787 0.516
H -5.089 -2.823 -0.946
H -5.527 -0.340 0.803
C 3.508 2.212 3.791
C -5.709 -2.183 -0.314
H -1.371 2.140 2.253
C -4.905 -1.003 0.197
O -1.467 -2.281 0.890
O -1.987 -0.518 2.371
H 0.615 -3.614 -1.367
H -3.488 0.929 2.416
H -3.009 0.204 3.970
H 3.043 -2.105 -2.588
H -1.507 -2.227 -1.185
C 2.396 -1.674 -3.355
H 1.110 0.629 -5.369
H 2.748 -2.012 -4.334
C 0.365 -3.022 -0.482
P -2.317 -0.858 0.819
H -4.519 -0.392 -0.621
C 3.160 0.910 3.437
H -2.155 2.524 3.792
C -1.136 -2.855 -0.363
H 0.757 -3.528 0.402
H 2.368 0.023 -0.692
C 0.927 0.798 -4.303
Si 2.353 0.205 -3.226
```

## Properties
Orbital gap (spin up / spin down) ... 4.81 / 6.00 eV
E_LUMO (spin up / spin down) ... 4.237 / 4.236 eV
Highest occupied orbital energy (spin up / spin down) ... -0.57 / -1.76 eV
Relative energy (zero: lowest compared OMol25 entry of this formula, charge and spin) ... 0.000 eV
Total charge ... -2
Spin multiplicity ... 2



no.,DFT total energy (Eh)
1,-159.53621
2,-2089.49615
3,-937.09393
4,-377.94369
5,-2839.76846
6,-592.96913
7,-2628.65952
8,-4396.48706